C24H35KN7O8S | wB97M-V/def2-TZVPD

The value obtained for the total energy is -79431.9121 eV. The value obtained for the orbital gap is 7.7 eV. As for the largest force on an atom: 0.8 eV Å⁻¹. The HOMO energy is -5.48 eV.

ORCA input file:
```
! RIJCOSX wB97M-V def2-TZVPD def2/J DEFGRID3
* xyz -1 1
K -0.088 -1.098 0.199
C -2.865 3.291 1.466
N -2.550 3.071 0.072
C -2.589 4.218 -0.807
C -2.020 1.866 -0.317
O -2.045 0.888 0.405
C -1.406 1.801 -1.734
O -0.492 0.736 -1.776
C -0.395 0.101 -3.029
C 0.779 -0.879 -2.974
O 1.570 -0.843 -2.038
N 0.906 -1.718 -4.027
C -0.155 -1.895 -5.003
C 1.827 -2.834 -3.906
H -2.296 4.151 1.827
H -2.567 2.415 2.034
H -3.933 3.473 1.612
H -1.677 4.826 -0.751
H -3.437 4.837 -0.506
H -2.751 3.919 -1.840
H -0.880 2.735 -1.964
H -2.221 1.673 -2.461
H -0.215 0.836 -3.830
H -1.322 -0.439 -3.230
H -0.644 -0.953 -5.240
H -0.893 -2.620 -4.654
H 0.296 -2.274 -5.922
H 2.604 -2.577 -3.193
H 2.270 -3.016 -4.888
H 1.287 -3.722 -3.566
N 7.232 0.365 3.452
C 5.830 0.290 3.382
C 5.216 -0.308 2.287
C 3.836 -0.423 2.234
C 3.076 0.068 3.288
C 3.671 0.666 4.388
C 5.054 0.767 4.433
S 1.337 -0.054 3.187
O 1.074 -1.389 2.694
O 0.804 0.265 4.496
N 0.839 0.921 2.031
C 1.034 2.259 2.104
N 1.733 2.806 3.131
C 1.924 4.112 3.085
C 1.462 4.925 2.059
C 0.743 4.270 1.076
N 0.512 2.964 1.064
H 7.689 0.359 2.555
H 7.573 1.116 4.031
H 5.825 -0.686 1.474
H 3.346 -0.883 1.388
H 3.045 1.055 5.176
H 5.541 1.223 5.288
H 2.502 4.532 3.906
H 1.646 5.989 2.029
H 0.360 4.825 0.220
C -3.696 -4.070 -3.766
C -3.166 -3.707 -2.388
C -3.354 -4.856 -1.401
O -3.877 -2.567 -1.926
C -1.653 -3.368 -2.463
O -0.917 -4.122 -3.120
O -1.320 -2.308 -1.864
H -4.765 -4.294 -3.702
H -3.165 -4.936 -4.157
H -3.560 -3.243 -4.466
H -4.411 -5.122 -1.331
H -3.015 -4.547 -0.412
H -2.782 -5.726 -1.730
H -3.202 -2.059 -1.447
C -2.317 -0.530 3.669
C -2.444 -1.456 2.552
N -2.513 -2.205 1.685
H -2.622 -1.017 4.595
H -2.942 0.341 3.481
H -1.280 -0.210 3.775
*
```

Mulliken atomic charge list, values in e, 4 entries: 0.80, -1.01, 0.23, -0.93